Entry 1:
The following is a DFT calculation (wB97M-V/def2-TZVPD) of a 10-piece molecular cluster, C31H76O14 overall.

Values from the calculation:
- Molar mass: 672.93 g mol⁻¹
- Calculated total energy: -62036.3303 eV
- SMILES string: C1CCOC1.C1CCOC1.C1CCOC1.COCCOC.COCCOC.COCCOC.COCCOC.CO.CO.CO
- F_max: 2.06 eV/Å
- ΔE to the lowest compared entry with this formula, charge and spin: 0.051 eV
- Frontier orbital gap: 9.716 eV

ORCA input file:
```
! RIJCOSX wB97M-V def2-TZVPD def2/J DEFGRID3
* xyz 0 1
C 16.972 19.928 -13.652
C 17.554 20.373 -12.361
C 17.891 21.859 -12.629
O 18.066 21.971 -14.031
C 17.798 20.708 -14.671
H 15.902 20.112 -13.764
H 17.091 18.856 -13.840
H 18.438 19.810 -12.060
H 16.854 20.329 -11.521
H 18.796 22.069 -12.055
H 17.084 22.499 -12.272
H 18.769 20.242 -14.873
H 17.332 20.951 -15.626
C 17.923 17.505 -8.572
C 18.163 17.164 -10.032
C 19.671 16.970 -10.021
O 20.127 18.063 -9.224
C 19.173 18.310 -8.187
H 17.957 16.570 -8.004
H 16.958 17.960 -8.360
H 17.887 17.919 -10.768
H 17.629 16.249 -10.301
H 20.151 17.051 -10.997
H 19.975 16.009 -9.587
H 18.936 19.376 -8.215
H 19.540 18.049 -7.193
C 11.816 16.331 -9.963
C 10.811 15.617 -9.025
C 9.859 14.912 -9.992
O 9.944 15.642 -11.203
C 11.257 16.127 -11.389
H 12.759 15.790 -9.879
H 11.928 17.374 -9.683
H 10.280 16.306 -8.367
H 11.358 14.924 -8.386
H 8.808 14.826 -9.720
H 10.173 13.876 -10.188
H 11.271 17.087 -11.904
H 11.870 15.414 -11.949
C 9.854 18.992 -11.769
O 11.214 19.039 -11.411
C 12.039 19.516 -12.424
C 13.471 19.455 -11.963
O 13.802 18.130 -11.625
C 15.110 17.949 -11.206
H 9.727 18.361 -12.653
H 9.373 19.964 -11.907
H 9.375 18.506 -10.918
H 11.768 20.549 -12.684
H 11.935 18.968 -13.372
H 13.625 20.058 -11.057
H 14.111 19.852 -12.759
H 15.829 18.360 -11.932
H 15.312 16.875 -11.177
H 15.366 18.348 -10.216
C 4.335 17.843 -15.966
O 4.759 16.577 -16.369
C 4.956 15.642 -15.330
C 5.834 16.138 -14.184
O 7.124 16.463 -14.625
C 7.959 16.809 -13.538
H 3.400 17.804 -15.392
H 4.106 18.432 -16.854
H 5.096 18.388 -15.399
H 5.440 14.756 -15.740
H 3.957 15.370 -14.975
H 5.885 15.343 -13.428
H 5.339 17.015 -13.744
H 8.968 16.874 -13.941
H 7.930 16.051 -12.747
H 7.653 17.742 -13.052
C 6.812 17.080 -10.156
O 6.088 18.041 -10.890
C 6.400 19.368 -10.526
C 5.986 20.263 -11.660
O 6.907 20.107 -12.715
C 6.597 20.951 -13.817
H 7.870 17.361 -10.104
H 6.739 16.136 -10.691
H 6.444 16.982 -9.129
H 7.474 19.483 -10.351
H 5.880 19.659 -9.605
H 6.006 21.301 -11.292
H 4.951 20.079 -11.967
H 6.317 21.943 -13.444
H 5.730 20.552 -14.351
H 7.486 21.046 -14.430
C 14.012 19.971 -15.960
O 12.716 19.839 -15.386
C 11.861 20.873 -15.806
C 10.419 20.581 -15.407
O 10.081 19.366 -16.035
C 8.777 18.891 -15.793
H 14.611 19.234 -15.435
H 14.376 21.001 -15.845
H 13.993 19.802 -17.043
H 11.881 20.924 -16.903
H 12.204 21.850 -15.440
H 9.758 21.390 -15.747
H 10.275 20.485 -14.323
H 8.028 19.309 -16.475
H 8.400 19.011 -14.769
H 8.789 17.807 -15.925
C 15.061 20.906 -8.324
O 16.497 20.944 -8.216
H 14.680 21.600 -7.573
H 14.834 21.239 -9.341
H 14.691 19.896 -8.186
H 16.831 21.825 -8.390
C 13.635 22.647 -12.900
O 12.538 23.556 -12.743
H 14.485 23.183 -13.331
H 13.950 22.315 -11.914
H 13.334 21.819 -13.541
H 12.481 24.047 -13.567
C 14.141 16.185 -14.252
O 15.136 15.277 -14.757
H 13.114 15.958 -14.512
H 14.261 16.209 -13.169
H 14.428 17.164 -14.652
H 16.010 15.589 -14.528
*
```

***

Entry 2:
The following is a DFT calculation (wB97M-V/def2-TZVPD) of a 14-piece molecular cluster, C31H77B2F5NO21S overall.

Values from the calculation:
- Molar mass: 948.62 g mol⁻¹
- Calculated total energy: -103660.8074 eV
- F_max: 1.53 eV/Å
- Frontier orbital gap: 7.262 eV

ORCA input file:
```
! RIJCOSX wB97M-V def2-TZVPD def2/J DEFGRID3
* xyz -1 1
C 5.035 -1.060 -1.026
C 3.662 -0.979 -1.686
N 2.679 -0.102 -1.036
C 2.235 -0.621 0.266
C 1.097 0.224 0.839
C -0.229 -0.540 1.027
S 0.004 -1.613 2.459
O 0.914 -2.674 2.116
O 0.323 -0.798 3.607
C -1.589 -2.561 2.818
F -2.120 -2.934 1.651
F -1.183 -3.655 3.501
C -2.722 -1.865 3.661
F -2.246 -0.905 4.473
F -3.317 -2.795 4.434
F -3.668 -1.328 2.869
O -0.514 -1.260 -0.110
B -1.572 -0.516 -0.870
O -2.845 -1.273 -0.701
C -1.191 -0.312 -2.450
C -1.596 -1.483 -3.290
C -2.693 -1.428 -4.149
C -3.088 -2.529 -4.896
C -2.386 -3.719 -4.798
C -1.280 -3.787 -3.959
C -0.892 -2.686 -3.214
O -1.700 0.782 -0.140
C -1.400 0.456 1.182
C -1.126 1.706 2.003
B -2.444 2.428 2.477
O -2.396 3.309 3.541
O -3.682 2.291 1.878
C 3.134 1.230 -0.983
C 3.146 1.949 -2.308
O 3.457 1.775 0.054
H 5.604 -0.141 -1.173
H 4.984 -1.291 0.037
H 5.606 -1.862 -1.500
H 3.798 -0.604 -2.705
H 3.228 -1.974 -1.778
H 1.921 -1.649 0.097
H 3.064 -0.634 0.980
H 1.428 0.672 1.777
H 0.851 1.050 0.170
H -3.548 -0.733 -1.074
H -1.693 0.590 -2.814
H -0.112 -0.166 -2.567
H -3.255 -0.503 -4.223
H -3.960 -2.433 -5.528
H -2.698 -4.588 -5.364
H -0.723 -4.712 -3.870
H -0.044 -2.738 -2.541
H -2.267 -0.071 1.589
H -0.561 2.400 1.369
H -0.508 1.484 2.878
H -1.488 3.377 3.853
H -4.094 1.438 2.045
H 4.162 2.227 -2.582
H 2.771 1.309 -3.103
H 2.506 2.829 -2.257
C -5.384 4.871 4.830
O -4.424 4.362 5.741
H -6.123 5.419 5.412
H -4.930 5.553 4.105
H -5.890 4.069 4.285
H -3.771 3.879 5.221
C -6.646 0.467 -2.112
O -5.485 0.225 -1.332
H -6.745 -0.360 -2.812
H -7.544 0.512 -1.490
H -6.558 1.401 -2.673
H -5.373 0.950 -0.710
C 2.396 4.964 -0.798
O 1.214 4.308 -1.236
H 2.965 5.222 -1.690
H 2.167 5.883 -0.250
H 3.008 4.309 -0.171
H 0.700 4.072 -0.458
C -0.530 -4.485 6.557
O -0.869 -3.392 7.406
H -0.501 -5.379 7.176
H -1.274 -4.624 5.772
H 0.452 -4.341 6.098
H -0.890 -2.598 6.864
C -6.163 -0.492 -7.153
O -5.070 -1.390 -7.270
H -7.047 -1.089 -6.944
H -6.015 0.215 -6.331
H -6.329 0.070 -8.077
H -4.276 -0.878 -7.445
C 3.942 -3.667 3.060
O 5.165 -3.803 2.332
H 3.683 -2.612 3.076
H 3.131 -4.213 2.576
H 4.061 -4.023 4.087
H 5.384 -4.738 2.308
C 5.361 -5.596 6.139
O 4.367 -6.454 5.593
H 6.082 -5.392 5.351
H 4.928 -4.648 6.469
H 5.883 -6.064 6.979
H 3.717 -6.636 6.276
C -8.470 2.419 -4.498
O -9.553 2.076 -3.641
H -7.918 1.504 -4.699
H -8.827 2.829 -5.447
H -7.799 3.137 -4.020
H -10.048 2.876 -3.451
C -2.159 4.828 -0.998
O -2.207 5.523 0.250
H -1.858 5.552 -1.751
H -1.438 4.009 -0.987
H -3.139 4.423 -1.259
H -2.468 4.890 0.925
C -1.242 -1.197 9.938
O -1.644 -0.059 10.698
H -0.285 -1.527 10.333
H -1.960 -2.015 10.029
H -1.116 -0.948 8.882
H -2.488 0.244 10.353
C 4.185 1.431 -6.290
O 3.741 2.390 -5.340
H 4.226 0.473 -5.777
H 3.495 1.347 -7.134
H 5.184 1.668 -6.670
H 3.693 3.247 -5.772
C 7.194 2.799 -3.513
O 6.636 1.701 -2.801
H 6.913 2.678 -4.556
H 6.798 3.750 -3.149
H 8.285 2.816 -3.437
H 6.866 1.799 -1.871
C 9.325 -0.823 -3.398
O 7.994 -1.113 -3.015
H 9.917 -1.719 -3.221
H 9.398 -0.563 -4.459
H 9.750 -0.006 -2.805
H 7.469 -0.317 -3.166
*
```

***

Entry 3:
The following is a DFT calculation (wB97M-V/def2-TZVPD) of C31H78F3IO11Zn as an isolated structure.

Values from the calculation:
- Molar mass: 876.24 g mol⁻¹
- Calculated total energy: -120606.3690 eV
- F_max: 3.97 eV/Å
- Frontier orbital gap: 8.752 eV

ORCA input file:
```
! RIJCOSX wB97M-V def2-TZVPD def2/J DEFGRID3
* xyz 0 1
Zn 0.382 -0.718 -0.019
I 1.294 2.199 1.312
C -0.580 -3.680 -1.273
O 0.090 -4.630 -0.397
O 0.069 -2.450 -1.079
C -0.505 -4.305 -2.806
F 0.753 -4.257 -3.224
F -0.932 -5.597 -2.952
F -1.307 -3.547 -3.629
C -0.440 -5.828 0.002
C 0.067 -6.112 1.389
H -0.290 -5.508 2.224
H -0.202 -7.084 1.803
H 1.154 -6.127 1.313
H -0.171 -6.592 -0.728
H -1.515 -5.761 0.172
H -1.624 -3.729 -0.965
C -0.844 -0.836 3.633
C -1.081 -1.707 2.488
C -2.414 -2.433 2.468
O -1.016 -0.756 1.496
H -0.681 -1.482 4.496
H -1.697 -0.228 3.935
H 0.098 -0.294 3.543
H -0.252 -2.359 2.213
H -2.624 -3.013 3.367
H -2.587 -3.085 1.612
H -3.242 -1.733 2.355
H -1.831 -0.248 1.509
C -5.320 0.496 1.275
C -4.415 1.398 2.058
C -4.671 1.579 3.567
O -3.021 1.148 1.874
H -5.106 -0.543 1.528
H -5.189 0.681 0.209
H -6.372 0.654 1.514
H -4.515 2.407 1.656
H -4.106 2.342 4.101
H -4.483 0.604 4.017
H -5.697 1.937 3.657
H -2.656 2.033 1.947
C -1.006 0.292 -3.394
C -0.732 1.142 -2.146
C -1.579 2.434 -2.193
O -1.157 0.321 -1.005
H -0.497 0.664 -4.283
H -2.040 0.316 -3.737
H -0.693 -0.751 -3.340
H 0.312 1.450 -2.082
H -1.301 2.934 -3.121
H -1.238 3.097 -1.398
H -2.664 2.342 -2.245
H -2.100 0.182 -1.121
C 3.701 -3.326 1.029
C 2.495 -2.723 1.715
C 2.869 -2.685 3.223
O 2.149 -1.383 1.265
H 3.880 -4.334 1.404
H 4.596 -2.723 1.179
H 3.634 -3.545 -0.037
H 1.623 -3.359 1.559
H 2.289 -1.939 3.767
H 3.867 -2.247 3.261
H 2.876 -3.705 3.605
H 2.882 -0.771 1.359
C -1.741 5.552 0.555
C -2.096 5.084 1.983
C -3.489 5.392 2.485
O -1.924 3.661 2.032
H -0.743 5.312 0.187
H -1.812 6.611 0.307
H -2.371 5.109 -0.217
H -1.493 5.496 2.793
H -4.110 5.108 1.636
H -3.688 6.454 2.627
H -3.945 4.911 3.349
H -0.984 3.493 1.935
C 2.496 -0.875 -3.578
C 2.767 -1.053 -2.072
C 4.221 -0.920 -1.750
O 2.022 -0.105 -1.301
H 1.482 -1.228 -3.769
H 3.195 -1.462 -4.173
H 2.563 0.141 -3.966
H 2.641 -2.107 -1.826
H 5.008 -1.461 -2.274
H 4.435 -1.007 -0.685
H 4.414 0.131 -1.967
H 2.403 0.733 -1.574
C 4.226 3.416 -3.652
C 3.293 3.748 -2.444
C 1.927 3.980 -2.961
O 3.223 2.560 -1.734
H 4.429 4.130 -4.450
H 3.811 2.521 -4.115
H 5.220 3.067 -3.374
H 3.825 4.542 -1.920
H 1.915 4.775 -3.707
H 1.180 4.213 -2.202
H 1.495 3.117 -3.470
H 2.874 2.729 -0.856
C -5.200 -1.953 -1.313
C -4.001 -1.365 -1.985
C -3.868 -1.805 -3.417
O -3.928 0.051 -1.867
H -6.162 -1.476 -1.501
H -5.054 -2.095 -0.242
H -5.267 -2.985 -1.657
H -3.129 -1.731 -1.444
H -3.598 -2.862 -3.416
H -3.021 -1.400 -3.971
H -4.775 -1.698 -4.012
H -4.638 0.359 -2.435
C 5.580 1.722 1.002
C 5.299 0.999 2.309
C 5.035 1.976 3.411
O 4.124 0.220 2.076
H 5.352 1.244 0.050
H 6.608 2.078 0.938
H 4.906 2.578 0.990
H 6.168 0.397 2.575
H 5.928 2.563 3.624
H 4.669 1.413 4.269
H 4.220 2.636 3.112
H 3.401 0.849 2.127
*
```